C49H126BeN9O15 | the ωB97M-V functional and the def2-TZVPD basis

Summary:
relative energy (zero: lowest compared OMol25 entry of this formula, charge and spin) = 0.0 kJ/mol
frontier orbital gap = 0.1930 hartree

Geometry as ORCA input:
```
! RIJCOSX wB97M-V def2-TZVPD def2/J DEFGRID3
* xyz 1 1
Be -2.1717 1.4208 2.4371
C -1.0615 -0.6760 -1.7081
C -0.9322 -0.7682 -0.2098
C 0.2991 -1.6222 0.1339
O -1.0091 0.4487 0.4398
H -0.2394 -0.1212 -2.1711
H -1.9623 -0.1892 -2.0958
H -1.1255 -1.6828 -2.1247
H -1.8108 -1.3966 0.0219
H 0.0976 -2.6029 -0.3070
H 0.3795 -1.7228 1.2175
H 1.2625 -1.3279 -0.2812
C -5.2126 3.3656 2.1171
O -4.0854 3.0139 2.9163
C -4.2961 3.3428 4.2824
C -3.0819 2.8678 5.0942
N -2.8726 1.4546 4.8776
C -1.8304 0.9734 5.8156
C -0.4727 1.3776 5.2983
O -0.2770 0.7013 4.0916
C 0.9604 1.0063 3.4700
H -6.0586 2.8560 2.5899
H -5.1371 3.0137 1.0909
H -5.4633 4.4281 2.1064
H -5.2295 2.8592 4.5937
H -4.4656 4.4076 4.4611
H -3.3722 3.1895 6.0992
H -2.2867 3.5229 4.7350
H -3.7364 1.0391 5.2150
H -1.8904 -0.1153 5.8732
H -1.9193 1.2400 6.8723
H 0.2185 1.0752 6.0907
H -0.3970 2.4581 5.1465
H 1.0473 2.0710 3.2424
H 1.0267 0.5652 2.4727
H 1.8353 0.6031 3.9805
C 5.6958 4.2940 -7.6263
O 5.3989 3.5297 -6.4837
C 4.0344 3.1632 -6.4552
C 3.8174 2.1925 -5.2774
N 4.5262 0.9598 -5.6392
C 4.3148 -0.1140 -4.6666
C 2.8844 -0.6045 -4.4350
O 2.9088 -1.9836 -4.1217
C 1.6451 -2.6028 -4.1252
H 6.7614 4.1979 -7.8457
H 5.4862 5.3574 -7.4866
H 5.2355 3.9050 -8.5385
H 3.5625 2.7511 -7.3500
H 3.4943 4.1008 -6.2624
H 2.7466 2.0345 -5.1542
H 4.2881 2.4996 -4.3392
H 5.5212 1.1307 -5.6744
H 4.7616 0.2705 -3.7384
H 4.8986 -0.9928 -4.9432
H 2.3561 -0.4430 -5.3830
H 2.3448 -0.1015 -3.6266
H 1.3980 -2.8307 -5.1669
H 0.8109 -2.0673 -3.6658
H 1.7638 -3.5532 -3.6035
C 4.9069 -2.4360 -1.5304
O 5.1525 -2.5632 -0.1534
C 5.1357 -1.3328 0.5653
C 3.8174 -0.5637 0.5597
N 3.9612 0.8269 0.9878
C 4.4154 1.0035 2.3867
C 4.3326 2.4826 2.7362
O 4.5531 2.7399 4.1147
C 4.9361 4.0845 4.3051
H 3.8406 -2.2591 -1.6960
H 5.0484 -3.4207 -1.9789
H 5.5905 -1.7036 -1.9666
H 5.8713 -0.6678 0.0985
H 5.4437 -1.6404 1.5616
H 3.0619 -1.1359 1.1156
H 3.3578 -0.4570 -0.4263
H 3.0116 1.1906 0.9932
H 5.4679 0.7217 2.4523
H 3.8239 0.3742 3.0591
H 3.3235 2.8248 2.4839
H 5.0665 2.9764 2.0948
H 5.8303 4.3095 3.7175
H 5.2545 4.2273 5.3382
H 4.1184 4.7790 4.0958
C 1.9952 -4.3549 2.5359
O 2.7205 -3.3552 3.2243
C 4.0825 -3.6936 3.4198
C 4.6719 -2.4650 4.0969
N 6.0490 -2.6512 4.5172
C 6.1793 -3.5546 5.6559
C 7.6847 -3.6729 6.0775
O 8.1415 -2.6125 6.8697
C 7.9792 -2.7913 8.2712
H 1.0309 -3.8996 2.3120
H 1.8472 -5.2525 3.1441
H 2.5478 -4.6055 1.6265
H 4.5894 -4.0446 2.5169
H 4.0794 -4.5233 4.1367
H 4.0701 -2.2046 4.9794
H 4.6260 -1.5804 3.4619
H 6.3019 -1.7392 4.8878
H 5.8184 -4.5419 5.3636
H 5.5464 -3.2937 6.5149
H 8.2944 -3.7119 5.1758
H 7.7746 -4.6474 6.5683
H 8.6427 -3.5813 8.6308
H 6.9719 -3.0829 8.5824
H 8.2022 -1.8388 8.7458
C -7.9014 1.3466 0.2408
O -6.6555 0.9687 -0.2965
C -6.7624 -0.0199 -1.2879
C -5.3490 -0.4434 -1.7312
N -4.8161 -1.5365 -0.9220
C -5.4219 -2.8223 -1.2487
C -4.7707 -3.9613 -0.4535
O -3.3813 -3.9584 -0.7042
C -2.6968 -5.0748 -0.1244
H -8.4779 1.9265 -0.4885
H -7.7006 2.0595 1.0406
H -8.4573 0.4576 0.5458
H -7.2666 0.4822 -2.1220
H -7.3280 -0.9066 -0.9883
H -4.6756 0.4096 -1.6325
H -5.2936 -0.6073 -2.8139
H -3.8113 -1.5859 -1.0462
H -5.2764 -3.0899 -2.3026
H -6.5003 -2.8529 -1.0930
H -5.1984 -4.9143 -0.7797
H -4.9602 -3.8533 0.6203
H -1.6930 -5.0914 -0.5381
H -3.2225 -6.0111 -0.3302
H -2.6719 -5.0528 0.9692
C 2.5065 4.6219 0.2602
C 1.6040 3.5721 -0.3743
C 2.2022 2.7980 -1.5384
O 2.6503 3.5650 -2.6514
C 1.7164 4.5255 -3.1067
N 1.1834 2.6378 0.6825
H 3.4710 4.2052 0.5543
H 2.0156 5.0314 1.1439
H 2.7256 5.4134 -0.4572
H 0.7387 4.1750 -0.6710
H 1.5523 1.9911 -1.8992
H 3.0794 2.2627 -1.1654
H 0.7124 4.1003 -3.1288
H 2.1139 4.9022 -4.0485
H 1.6440 5.4393 -2.5047
H 0.5927 1.8681 0.3613
H 0.6321 3.1213 1.3821
C -5.9025 -1.3936 2.6306
C -4.5221 -0.7374 2.7920
C -3.3726 -1.7289 2.7763
O -2.1828 -1.0595 3.1364
C -1.1849 -2.0009 3.4953
N -4.3057 0.2304 1.7257
H -6.6895 -0.6714 2.4150
H -6.1267 -2.0174 3.4971
H -5.8977 -2.0670 1.7688
H -4.6585 -0.2175 3.7443
H -3.2767 -2.2310 1.8071
H -3.6376 -2.5100 3.4982
H -0.2131 -1.5197 3.5898
H -1.1274 -2.7649 2.7173
H -1.3792 -2.4189 4.4872
H -3.9643 -0.3123 0.9352
H -5.1865 0.5508 1.3268
C -1.3635 -3.9083 -7.2354
C -2.6502 -4.2533 -6.4595
C -3.5979 -3.0738 -6.2001
O -2.9204 -1.9067 -5.7398
C -2.4540 -1.9910 -4.4152
N -3.4223 -5.3008 -7.1360
H -0.8727 -4.7972 -7.6375
H -0.6134 -3.5712 -6.5193
H -1.5941 -3.2282 -8.0518
H -2.4352 -4.6224 -5.4481
H -4.4727 -3.2959 -5.5781
H -4.1000 -2.8004 -7.1327
H -3.2270 -2.0036 -3.6349
H -2.0081 -1.0100 -4.2470
H -1.7759 -2.8335 -4.2695
H -4.2904 -5.4912 -6.6500
H -2.8312 -6.1194 -7.0450
C -1.8199 4.0149 -2.0815
C -2.9727 3.6742 -1.1537
C -4.0914 2.8923 -1.8411
O -4.5409 3.4044 -3.0682
C -5.1107 4.6846 -2.9752
N -2.5012 2.8785 0.0084
H -1.2204 3.1675 -2.4105
H -1.1815 4.7798 -1.6327
H -2.2235 4.5949 -2.9162
H -3.3117 4.6513 -0.8028
H -4.9047 2.6491 -1.1475
H -3.6596 1.9062 -2.0387
H -5.2220 5.0481 -3.9972
H -4.5528 5.4782 -2.4681
H -6.1068 4.7457 -2.5237
H -1.8490 3.4560 0.5355
H -1.8796 2.1204 -0.2880
*
```

C49H136N12O13 | the ωB97M-V functional and the def2-TZVPD basis

Summary:
relative energy (zero: lowest compared OMol25 entry of this formula, charge and spin) = 865.4 kJ/mol
frontier orbital gap = 0.3258 hartree

Geometry as ORCA input:
```
! RIJCOSX wB97M-V def2-TZVPD def2/J DEFGRID3
* xyz 0 1
C -2.6728 5.4534 1.1817
O -2.7550 6.5711 0.3441
H -3.5255 5.5455 1.8543
H -2.7426 4.4686 0.7198
H -1.6682 5.4103 1.6026
H -3.6484 6.8811 0.5092
C -2.1037 -9.4881 -2.3844
C -0.9952 -8.5764 -3.0784
C -1.0070 -7.0851 -2.6825
O -2.0714 -6.4197 -3.3011
C -2.3257 -5.1203 -2.8129
N 0.2672 -9.3055 -2.9057
H -1.8854 -10.5017 -2.7205
H -3.0932 -9.2253 -2.7582
H -2.1627 -9.1713 -1.3431
H -0.9974 -8.5552 -4.1682
H -0.1215 -6.6040 -3.0979
H -1.0037 -7.0200 -1.5945
H -2.9392 -4.3798 -3.3262
H -1.3961 -4.5616 -2.7038
H -2.8212 -5.2815 -1.8555
H 0.1935 -10.3111 -2.9628
H 0.8677 -9.0659 -3.6817
C -5.7436 0.4670 3.6591
C -6.4558 -0.7982 3.9464
C -7.8256 -0.6156 4.7082
O -7.6124 -0.1305 6.0114
C -6.7574 -0.9088 6.8917
N -6.7347 -1.4689 2.6916
H -6.4903 1.1123 3.1964
H -4.9006 0.3700 2.9750
H -5.4465 0.9225 4.6037
H -5.8551 -1.3730 4.6513
H -8.4857 -1.4816 4.6603
H -8.4005 0.0545 4.0691
H -6.8641 -0.6183 7.9369
H -5.6990 -0.7731 6.6691
H -6.9982 -1.9716 6.8710
H -6.0192 -1.2638 2.0089
H -6.6812 -2.4763 2.7419
C 9.7560 -0.2547 -2.5257
C 9.5005 0.0372 -0.9992
C 8.0065 -0.0356 -0.5761
O 7.6661 -1.3681 -0.4535
C 6.4544 -1.5978 0.2115
N 10.4837 -0.8634 -0.3730
H 9.7505 -1.3088 -2.8031
H 10.5456 0.2842 -3.0495
H 8.9236 0.2387 -3.0275
H 9.7236 1.0566 -0.6842
H 7.3048 0.4466 -1.2567
H 7.8836 0.4549 0.3896
H 6.5035 -1.2786 1.2525
H 6.2729 -2.6625 0.3583
H 5.6019 -1.0815 -0.2299
H 10.0896 -1.7325 -0.7039
H 10.3230 -0.7574 0.6184
C 2.5426 -11.2638 4.8111
C 1.7612 -10.2792 3.9466
C 2.2359 -8.8515 3.9602
O 2.0425 -8.1742 5.2132
C 2.5398 -6.8727 5.2417
N 2.1442 -10.6996 2.6111
H 2.7853 -10.7083 5.7170
H 3.4843 -11.5144 4.3227
H 1.9140 -12.1206 5.0537
H 0.6839 -10.3600 4.0917
H 1.6503 -8.3028 3.2226
H 3.3070 -8.7107 3.8155
H 1.7381 -6.2990 4.7766
H 3.5507 -6.8827 4.8343
H 2.6570 -6.4724 6.2487
H 1.8929 -10.1146 1.8271
H 1.9849 -11.6760 2.4076
C 1.9816 10.3924 -2.8753
C 3.1128 9.4079 -3.1543
C 2.9353 7.9943 -2.5211
O 3.5017 7.9107 -1.1652
C 2.5226 8.2926 -0.1715
N 3.3259 9.4346 -4.6274
H 1.0726 9.9163 -3.2427
H 2.0301 11.3752 -3.3442
H 1.7175 10.5074 -1.8240
H 4.0056 9.7652 -2.6412
H 3.4380 7.1530 -2.9982
H 1.9132 7.6453 -2.6677
H 2.7886 7.9582 0.8313
H 1.5558 7.8588 -0.4266
H 2.4531 9.3799 -0.1387
H 2.5717 8.9234 -5.0631
H 3.2697 10.3251 -5.1006
C -0.9519 7.7000 6.3825
C -0.8620 6.1335 6.5511
C 0.4285 5.4655 5.9501
O 1.4625 5.9913 6.7436
C 2.7882 5.5371 6.5341
N -0.9416 5.8115 7.9828
H -1.8792 8.1162 6.7760
H -0.9759 7.8287 5.3003
H -0.0123 8.1595 6.6892
H -1.7035 5.6330 6.0721
H 0.5742 5.6005 4.8784
H 0.2901 4.4082 6.1763
H 3.2106 6.0716 5.6833
H 2.8556 4.4796 6.2783
H 3.4038 5.7760 7.4013
H -0.0734 6.0784 8.4244
H -1.0023 4.8185 8.1570
C 5.3603 -3.0533 -6.9526
C 3.9836 -2.4440 -6.7623
C 3.0489 -2.7385 -7.9851
O 3.2729 -1.7357 -8.9918
C 2.5466 -1.8137 -10.1793
N 3.3656 -3.0959 -5.6125
H 6.0650 -2.6491 -6.2259
H 5.7322 -2.8133 -7.9486
H 5.4494 -4.1302 -6.8101
H 3.9392 -1.3650 -6.6148
H 2.0017 -2.8751 -7.7152
H 3.2125 -3.7533 -8.3477
H 1.5312 -1.9522 -9.8079
H 2.7895 -2.7323 -10.7133
H 2.6024 -0.9137 -10.7917
H 3.7563 -2.7452 -4.7497
H 3.5880 -4.0808 -5.5866
C -3.5315 7.1711 -6.2989
C -3.6176 6.1865 -5.1763
C -4.0996 4.7996 -5.7347
O -5.3226 4.7881 -6.5280
C -6.4586 5.1687 -5.7038
N -2.4046 6.0876 -4.6067
H -4.4292 7.0645 -6.9078
H -2.7207 6.8526 -6.9542
H -3.5235 8.2231 -6.0137
H -4.3357 6.5530 -4.4428
H -4.3266 4.2134 -4.8443
H -3.2743 4.3706 -6.3030
H -6.4766 6.2420 -5.5146
H -6.3991 4.7585 -4.6957
H -7.3007 4.7601 -6.2624
H -1.9754 6.9901 -4.4606
H -2.6597 5.8125 -3.6690
C 1.2302 2.1291 -1.1792
C 0.3294 0.8980 -1.2071
C -0.1746 0.4396 0.1998
O 0.9110 0.2873 1.1359
C 0.4417 0.0131 2.4857
N -0.8773 1.2477 -1.9613
H 2.1184 1.7841 -0.6499
H 0.7864 2.9157 -0.5689
H 1.6262 2.4968 -2.1258
H 0.8566 0.0649 -1.6720
H -0.6330 -0.5118 -0.0701
H -0.9795 1.0384 0.6261
H 0.7160 -0.9207 2.9763
H -0.6435 -0.0699 2.5460
H 0.8933 0.8597 3.0029
H -0.7461 0.8654 -2.8869
H -0.7884 2.2469 -2.0786
C 0.6696 4.7988 -12.9945
C 0.9371 4.5012 -11.5010
C 0.9842 5.8683 -10.7497
O 1.0299 5.6559 -9.3197
C 2.1558 5.0894 -8.6988
N -0.0974 3.6533 -11.0203
H -0.1804 5.4753 -13.0831
H 0.3384 3.9029 -13.5196
H 1.5567 5.2058 -13.4798
H 1.8502 3.9100 -11.4307
H 0.2293 6.5633 -11.1173
H 1.8655 6.4009 -11.1068
H 2.0359 4.9415 -7.6255
H 3.0281 5.7427 -8.7166
H 2.4543 4.2174 -9.2805
H 0.0607 3.5038 -10.0340
H -0.9877 4.1298 -11.0401
C -0.9499 -0.0099 12.6874
C -0.7686 0.7613 11.3569
C -1.2374 -0.1810 10.1919
O -0.4752 -1.3639 9.9788
C -1.1896 -2.2789 9.2313
N -1.7287 1.8985 11.3260
H -2.0057 0.1166 12.9269
H -0.2769 0.5084 13.3704
H -0.6597 -1.0480 12.5257
H 0.2900 0.9827 11.2211
H -1.2354 0.4434 9.2984
H -2.2887 -0.4125 10.3626
H -2.2143 -2.5836 9.4439
H -0.7316 -3.2547 9.0699
H -1.3627 -1.8729 8.2346
H -1.3009 2.6135 11.8969
H -2.5677 1.5165 11.7387
C -5.4089 -8.9172 2.6043
C -4.2358 -8.5936 3.5719
C -4.5142 -7.1872 4.3256
O -4.3522 -6.1242 3.4199
C -3.1182 -5.5101 3.1204
N -4.0859 -9.6939 4.4779
H -5.4538 -8.4449 1.6230
H -6.3968 -8.6899 3.0048
H -5.4160 -9.9656 2.3062
H -3.2675 -8.6796 3.0789
H -3.7984 -7.0850 5.1413
H -5.4515 -7.0598 4.8671
H -3.2776 -4.5080 2.7223
H -2.4071 -6.1191 2.5622
H -2.6093 -5.3352 4.0684
H -5.0161 -9.9942 4.7324
H -3.8077 -9.2525 5.3427
*
```